{"formula": "C4H5NO", "method": "ωB97M-V/def2-TZVPD", "symbols": ["C", "C", "O", "C", "C", "N", "H", "H", "H", "H", "H"], "positions_angstrom": [[-1.306, 0.456, -0.075], [-0.363, -0.698, 0.347], [-0.802, -1.706, 0.844], [1.192, -0.614, 0.120], [1.438, 0.732, -0.369], [1.284, 1.821, -0.724], [-2.240, 0.309, 0.467], [-1.524, 0.397, -1.151], [-0.979, 1.490, 0.088], [1.554, -1.370, -0.594], [1.746, -0.818, 1.049]], "atomic_forces_ev_per_a": [[-0.04, -0.20, 0.12], [-0.26, -0.20, 0.13], [0.23, 0.43, -0.21], [-0.18, 0.17, -0.02], [-0.16, 1.16, -0.39], [0.76, -0.81, 0.18], [0.07, -0.17, -0.09], [0.17, -0.19, 0.21], [0.29, -0.53, 0.14], [-0.44, 0.21, 0.09], [-0.43, 0.16, -0.14]], "homo_lumo_gap_ev": 11.0298, "smiles": "CC(=O)CC#N", "total_energy_ev": -7765.8196, "e_lumo_ev": 0.70, "de_lowest_kj_mol": 68.2}



{"formula": "C4H5NO", "method": "ωB97M-V/def2-TZVPD", "symbols": ["O", "C", "N", "C", "C", "C", "H", "H", "H", "H", "H"], "positions_angstrom": [[1.344, -0.227, -1.102], [1.498, 0.522, -0.153], [0.660, 0.550, 0.958], [-0.397, -0.449, 0.745], [-1.372, 0.143, -0.200], [-0.583, -0.796, -0.663], [2.275, 1.285, -0.202], [0.056, 1.364, 0.723], [-0.567, -1.174, 1.544], [-2.395, 0.403, -0.314], [-0.518, -1.621, -1.337]], "atomic_forces_ev_per_a": [[1.47, 0.26, 0.32], [0.26, 0.02, -0.78], [-0.16, 0.09, -0.43], [-0.09, -0.02, 0.07], [-0.92, -1.37, -0.33], [-1.54, -0.59, 0.21], [0.07, 0.29, 0.23], [1.08, 0.51, 1.03], [0.05, 0.34, -0.09], [-0.42, 0.57, 0.00], [0.20, -0.09, -0.24]], "homo_lumo_gap_ev": 9.8350, "smiles": "O=CNC1C=C1", "total_energy_ev": -7762.4438, "e_lumo_ev": 1.08, "de_lowest_kj_mol": 393.9}



{"formula": "C4H5NO", "method": "ωB97M-V/def2-TZVPD", "symbols": ["N", "C", "C", "C", "C", "O", "H", "H", "H", "H", "H"], "positions_angstrom": [[-1.486, -1.676, 1.833], [-1.349, -0.789, 1.103], [-1.046, 0.323, 0.200], [0.460, 0.459, 0.091], [1.301, -0.242, -0.874], [0.952, 1.128, -1.049], [-1.451, 1.248, 0.627], [-1.528, 0.173, -0.771], [0.918, 0.726, 1.044], [2.345, -0.406, -0.614], [0.882, -0.946, -1.590]], "atomic_forces_ev_per_a": [[0.05, 0.93, -0.76], [-0.13, -0.94, 0.74], [-0.02, 0.05, -0.02], [-0.03, -0.02, 0.24], [0.07, -0.26, -0.02], [0.01, 0.24, -0.05], [0.01, -0.16, -0.08], [0.20, -0.07, 0.10], [0.05, 0.13, -0.15], [-0.13, -0.05, -0.05], [-0.08, 0.16, 0.07]], "homo_lumo_gap_ev": 11.8002, "smiles": "N#CC[C@H]1CO1", "total_energy_ev": -7764.9306, "e_lumo_ev": 0.86, "de_lowest_kj_mol": 154.0}



{"formula": "C4H5NO", "method": "ωB97M-V/def2-TZVPD", "symbols": ["O", "C", "C", "C", "C", "N", "H", "H", "H", "H", "H"], "positions_angstrom": [[-1.323, 2.018, 0.074], [-0.620, 1.031, 0.058], [-1.021, -0.421, -0.227], [0.264, -1.181, -0.062], [1.244, -0.303, 0.149], [0.745, 1.003, 0.276], [-1.348, -0.487, -1.272], [-1.866, -0.719, 0.400], [0.411, -2.236, -0.246], [2.304, -0.487, 0.053], [1.240, 1.797, 0.651]], "atomic_forces_ev_per_a": [[0.23, -0.36, 0.12], [-0.14, 0.15, -0.02], [-0.11, 0.02, -0.01], [0.18, 0.08, -0.14], [-0.06, -0.18, -0.18], [-0.09, 0.07, -0.11], [-0.10, 0.07, 0.14], [0.15, 0.05, -0.04], [-0.07, 0.14, -0.04], [0.02, 0.09, 0.46], [-0.01, -0.10, -0.19]], "homo_lumo_gap_ev": 9.6765, "smiles": "O=C1CC=CN1", "total_energy_ev": -7766.4578, "e_lumo_ev": 0.94, "de_lowest_kj_mol": 6.6}



{"formula": "C4H5NO", "method": "ωB97M-V/def2-TZVPD", "symbols": ["C", "C", "O", "C", "C", "N", "H", "H", "H", "H", "H"], "positions_angstrom": [[0.741, -1.279, 0.002], [0.745, 0.222, 0.166], [1.662, 0.787, 0.705], [-0.418, 1.122, -0.365], [-1.688, 0.755, 0.261], [-2.482, 0.153, 0.843], [1.654, -1.794, 0.337], [0.589, -1.499, -1.051], [-0.092, -1.709, 0.554], [-0.484, 1.117, -1.465], [-0.228, 2.125, 0.011]], "atomic_forces_ev_per_a": [[-0.30, -0.09, -0.18], [0.67, 0.22, 0.39], [-0.11, 0.05, -0.09], [-0.19, 0.15, 0.26], [0.02, -1.73, 0.15], [-0.03, 0.76, -0.29], [-0.17, 0.72, -0.04], [-0.14, -0.19, -0.19], [-0.24, 0.01, -0.05], [-0.01, -0.03, 0.42], [0.50, 0.12, -0.39]], "homo_lumo_gap_ev": 11.0087, "smiles": "CC(=O)CC#N", "total_energy_ev": -7765.8877, "e_lumo_ev": 0.67, "de_lowest_kj_mol": 61.6}



{"formula": "C4H5NO", "method": "ωB97M-V/def2-TZVPD", "symbols": ["N", "C", "C", "C", "C", "O", "H", "H", "H", "H", "H"], "positions_angstrom": [[3.178, 0.092, 0.263], [2.227, -0.536, 0.072], [0.966, -1.248, -0.148], [-0.070, -0.396, 0.600], [-1.678, 1.189, 0.064], [-0.791, 0.135, -0.343], [1.040, -2.246, 0.289], [0.771, -1.319, -1.225], [-1.290, 1.635, 0.979], [-2.684, 0.795, 0.212], [-1.668, 1.900, -0.762]], "atomic_forces_ev_per_a": [[-0.80, -0.60, -0.20], [0.84, 0.49, 0.15], [0.03, -0.08, 0.07], [-0.10, 0.03, -0.56], [-0.23, 0.24, 0.04], [0.37, -0.10, 0.33], [-0.02, 0.09, 0.04], [0.01, -0.03, 0.12], [-0.14, -0.03, -0.10], [0.13, -0.03, -0.03], [-0.09, 0.02, 0.15]], "homo_lumo_gap_ev": 9.7168, "total_energy_ev": -7763.2444, "e_lumo_ev": 0.41, "de_lowest_kj_mol": 316.7}



{"formula": "C4H5NO", "method": "ωB97M-V/def2-TZVPD", "symbols": ["O", "C", "C", "N", "C", "C", "H", "H", "H", "H", "H"], "positions_angstrom": [[-1.947, -0.675, 0.734], [-0.762, -0.343, 0.140], [-0.054, 0.997, 0.009], [0.844, 0.833, -1.095], [0.856, -0.532, -0.741], [0.542, -0.315, 0.683], [-1.785, -1.096, 1.592], [-0.294, 1.951, 0.468], [0.540, 1.129, -2.011], [1.009, -1.382, -1.377], [1.051, -0.566, 1.597]], "atomic_forces_ev_per_a": [[-0.09, -0.36, -0.13], [0.23, -0.12, -0.78], [0.51, 0.20, 1.22], [0.23, 0.15, -0.26], [-1.43, -0.41, -0.59], [0.26, 0.71, 0.56], [0.04, 0.12, -0.26], [0.12, -0.21, 0.13], [-0.23, -0.20, -0.19], [0.37, -0.19, 0.07], [-0.01, 0.30, 0.24]], "homo_lumo_gap_ev": 8.4638, "total_energy_ev": -7761.1649, "e_lumo_ev": 0.85, "de_lowest_kj_mol": 517.3}



{"formula": "C4H5NO", "method": "ωB97M-V/def2-TZVPD", "symbols": ["C", "C", "C", "O", "N", "C", "H", "H", "H", "H", "H"], "positions_angstrom": [[1.305, 0.032, -0.503], [-0.273, 0.368, 1.252], [0.110, 0.834, -0.003], [-1.100, 0.026, -1.054], [-1.701, -0.710, -0.246], [-1.270, -0.568, 1.045], [2.276, 0.520, -0.373], [1.323, -0.936, 0.025], [1.109, -0.132, -1.560], [-0.083, 1.852, -0.344], [-1.697, -1.265, 1.748]], "atomic_forces_ev_per_a": [[0.16, -0.05, -0.30], [-0.33, -0.04, -0.31], [-0.17, -0.33, -0.19], [-0.02, 0.20, 0.49], [0.16, 0.02, 0.16], [-0.20, -0.21, 0.16], [-0.31, 0.08, 0.10], [0.07, 0.41, -0.29], [0.49, -0.08, -0.06], [0.33, -0.15, 0.15], [-0.17, 0.16, 0.11]], "homo_lumo_gap_ev": [8.6979, 8.6973], "total_energy_ev": -7761.4384, "e_lumo_ev": [-0.82, -0.82], "de_lowest_kj_mol": 490.9}



{"formula": "C4H5NO", "method": "ωB97M-V/def2-TZVPD", "symbols": ["H", "N", "C", "C", "C", "C", "O", "H", "H", "H", "H"], "positions_angstrom": [[-2.049, 1.837, 1.138], [-1.971, 0.882, 0.812], [-0.920, 0.503, 0.230], [-0.645, -0.927, 0.013], [0.638, -1.073, -0.293], [1.254, 0.291, -0.438], [0.181, 1.212, -0.189], [-1.408, -1.658, 0.233], [1.194, -2.000, -0.373], [1.684, 0.454, -1.435], [2.042, 0.479, 0.301]], "atomic_forces_ev_per_a": [[0.35, 0.25, -0.47], [-0.04, 0.05, 0.12], [-0.10, -0.35, 0.14], [0.22, -0.06, 0.02], [-0.16, 0.05, 0.04], [0.12, -0.11, 0.01], [-0.20, 0.02, 0.25], [0.16, -0.06, -0.07], [-0.06, 0.16, -0.14], [-0.23, 0.12, 0.14], [-0.06, -0.07, -0.05]], "homo_lumo_gap_ev": 10.4457, "smiles": "[H]/N=C1/C=CCO1", "total_energy_ev": -7765.6563, "e_lumo_ev": 0.97, "de_lowest_kj_mol": 84.0}



{"formula": "C4H5NO", "method": "ωB97M-V/def2-TZVPD", "symbols": ["C", "C", "C", "N", "O", "C", "H", "H", "H", "H", "H"], "positions_angstrom": [[0.218, 0.052, 1.548], [-0.214, -0.196, 0.283], [-0.436, -1.301, -0.640], [-0.075, -0.961, -1.836], [0.254, 0.384, -1.893], [0.020, 0.947, -0.592], [-0.212, -0.301, 2.468], [1.181, 0.561, 1.636], [-0.614, -2.350, -0.427], [0.692, 1.511, 0.135], [-0.814, 1.653, -0.681]], "atomic_forces_ev_per_a": [[-0.11, -0.88, 0.31], [0.08, 0.19, 0.35], [-0.25, 0.20, -0.05], [-0.16, -0.07, 0.60], [0.57, 0.30, 0.23], [0.15, 0.30, 0.42], [0.24, -0.95, 0.08], [-0.81, 0.84, 0.16], [-0.16, 0.27, -0.08], [0.76, 0.23, -2.07], [-0.30, -0.43, 0.05]], "homo_lumo_gap_ev": 8.7156, "smiles": "C=C1C=NOC1", "total_energy_ev": -7762.1770, "e_lumo_ev": -0.03, "de_lowest_kj_mol": 419.7}



Repeat the fifth record exactly.
{"formula": "C4H5NO", "method": "ωB97M-V/def2-TZVPD", "symbols": ["C", "C", "O", "C", "C", "N", "H", "H", "H", "H", "H"], "positions_angstrom": [[0.741, -1.279, 0.002], [0.745, 0.222, 0.166], [1.662, 0.787, 0.705], [-0.418, 1.122, -0.365], [-1.688, 0.755, 0.261], [-2.482, 0.153, 0.843], [1.654, -1.794, 0.337], [0.589, -1.499, -1.051], [-0.092, -1.709, 0.554], [-0.484, 1.117, -1.465], [-0.228, 2.125, 0.011]], "atomic_forces_ev_per_a": [[-0.30, -0.09, -0.18], [0.67, 0.22, 0.39], [-0.11, 0.05, -0.09], [-0.19, 0.15, 0.26], [0.02, -1.73, 0.15], [-0.03, 0.76, -0.29], [-0.17, 0.72, -0.04], [-0.14, -0.19, -0.19], [-0.24, 0.01, -0.05], [-0.01, -0.03, 0.42], [0.50, 0.12, -0.39]], "homo_lumo_gap_ev": 11.0087, "smiles": "CC(=O)CC#N", "total_energy_ev": -7765.8877, "e_lumo_ev": 0.67, "de_lowest_kj_mol": 61.6}